No. 1
Here is a 2-piece molecular cluster, C24H22Cl4F17N4 overall from the Open Molecules 2025 dataset. Energies are from wB97M-V/def2-TZVPD.

- HOMO (eV) = -11.55
- largest force on an atom (eV Å⁻¹) = 1.28
- charge = +1

Structure (XYZ):
```
71
C24H22Cl4F17N4 wB97M-V/def2-TZVPD
C 4.4206 1.3773 0.3544
C 4.3192 0.1863 0.2854
C 4.0491 -1.2553 0.1272
C 2.6423 -1.5443 0.6616
C 2.3464 -0.9506 1.8896
C 1.1058 -1.1331 2.4774
C 0.8092 -0.4828 3.8158
C -0.4889 -0.9355 4.4953
C -1.6968 -0.0266 4.2125
C -1.5222 1.4213 4.6927
N -2.0130 1.5796 6.0882
C -3.3750 2.0887 6.0923
N -3.6837 3.3101 6.0091
N -4.3819 1.0970 6.2100
C 0.1807 -1.8820 1.7787
N 0.4458 -2.4377 0.5951
C -0.6934 -3.1875 -0.0156
C -2.0311 -2.4340 0.1166
C 1.6785 -2.3177 0.0254
C 1.9898 -3.0224 -1.2952
F 1.3332 -4.1921 -1.4298
F 3.2925 -3.4002 -1.2929
C 1.8448 -2.1497 -2.5893
F 2.3857 -2.8677 -3.5829
F 2.5823 -1.0272 -2.4650
C 0.4152 -1.7278 -2.9922
F -0.2734 -2.8321 -3.3197
F -0.1582 -1.0954 -1.9440
C 0.3876 -0.7104 -4.1902
F 1.2889 -1.0079 -5.1168
F 0.6285 0.5054 -3.6482
C -1.0189 -0.6398 -4.8621
F -1.0855 -1.7109 -5.6805
F -2.0082 -0.7949 -3.9653
C -1.2377 0.6381 -5.7506
F -1.8442 0.2274 -6.8783
F -0.0712 1.1799 -6.1224
C -2.1756 1.7363 -5.1640
F -2.2102 2.7081 -6.0979
F -3.4236 1.2842 -5.0261
C -1.7196 2.4369 -3.8564
F -1.7724 1.6457 -2.7892
F -2.5703 3.4461 -3.6410
F -0.5081 2.9717 -3.9947
H 4.3923 2.4350 0.2288
H 4.7637 -1.7952 0.7522
H 4.1866 -1.4633 -0.9233
H 3.0913 -0.3618 2.4088
H 0.8100 0.5912 3.6199
H 1.6595 -0.6949 4.4654
H -0.7545 -1.9661 4.2549
H -0.3198 -0.8894 5.5731
H -2.5493 -0.4308 4.7578
H -1.9380 -0.0252 3.1430
H -0.4839 1.7547 4.6838
H -2.0656 2.0831 4.0108
H -1.4315 2.2833 6.5294
H -2.8345 3.8651 5.9051
H -4.6441 0.7721 5.2860
H -4.0046 0.3229 6.7431
H -0.7903 -2.0270 2.2240
H -0.7527 -4.1658 0.4554
H -0.5492 -3.3132 -1.0753
H -2.4911 -2.7043 1.0697
H -2.7194 -2.7728 -0.6527
H -1.8928 -1.3549 0.1034
C 3.0249 5.1576 -3.1584
Cl 1.5655 4.1642 -3.2492
Cl 3.9863 4.9218 -4.6180
Cl 2.5733 6.8550 -3.0124
Cl 3.9846 4.6844 -1.7419
```

***

No. 2
Here is C27H57N4O6Tl as an isolated structure from the Open Molecules 2025 dataset. Energies are from wB97M-V/def2-TZVPD.

- HOMO (eV) = -12.67
- largest force on an atom (eV Å⁻¹) = 4.35
- energy above the lowest of the compared OMol25 structures with the same formula, charge and spin (kcal per mole) = 114.70
- charge = +2

Structure (XYZ):
```
95
C27H57N4O6Tl wB97M-V/def2-TZVPD
Tl -0.4752 3.4252 2.4357
N -1.4947 1.8435 -1.7117
O -1.6586 1.4162 -2.8396
O -1.7638 1.2084 -0.7147
O -1.2056 2.9807 -1.4614
C 0.2323 -4.9217 -3.8039
C -0.6106 -4.3772 -2.6059
C -1.2978 -5.4741 -1.7163
C -0.3329 -6.1697 -0.7033
C 0.2361 -5.1039 0.2048
C 1.0135 -3.9864 -0.5982
N 0.2133 -3.5123 -1.7463
O 0.8224 -2.4199 -2.4330
C 1.3343 -2.9480 0.5108
C 2.3996 -4.5737 -1.0067
C -1.7271 -3.5459 -3.2483
H 1.1628 -5.4259 -3.5433
H 0.6765 -4.0926 -4.3547
H -0.3298 -5.5996 -4.4464
H -2.1317 -4.9629 -1.2354
H -1.6111 -6.3304 -2.3136
H 0.4640 -6.6390 -1.2801
H -0.8784 -6.9661 -0.1971
H 0.8543 -5.7582 0.8194
H -0.4531 -4.4962 0.7911
H 1.7238 -2.0734 -0.0104
H 0.6052 -2.6546 1.2660
H 2.2042 -3.1037 1.1488
H 2.2981 -5.5295 -1.5207
H 2.9810 -3.9428 -1.6790
H 3.1523 -4.7717 -0.2436
H -1.3047 -2.8260 -3.9493
H -2.3298 -3.0225 -2.5061
H -2.4717 -4.1064 -3.8136
H 0.0300 -1.8901 -2.5475
C -6.2971 -0.5867 4.0961
C -5.3894 -0.3343 2.8421
C -5.9361 -1.1405 1.6565
C -7.1754 -0.5094 0.8908
C -6.8870 0.9006 0.6353
C -6.2735 1.7584 1.8263
N -5.1331 1.0817 2.3913
O -4.5278 1.7884 3.3655
C -5.7082 2.9804 1.0680
C -7.2471 2.0897 2.8444
C -3.9598 -0.9407 3.0667
H -7.3616 -0.6707 3.8775
H -6.1317 -1.6107 4.4312
H -6.0822 0.1036 4.9118
H -5.0988 -1.3555 0.9925
H -6.2388 -2.1447 1.9535
H -7.3047 -1.1246 0.0003
H -8.0918 -0.4746 1.4799
H -7.7738 1.4515 0.3220
H -6.1692 0.8268 -0.1817
H -4.8820 2.6745 0.4261
H -5.1831 3.5801 1.8115
H -6.3655 3.6966 0.5750
H -7.9414 2.8216 2.4315
H -6.6944 2.7091 3.5508
H -7.8002 1.3298 3.3965
H -3.6424 -0.7098 4.0836
H -3.9166 -2.0284 3.0108
H -3.1218 -0.4226 2.6004
H -5.0929 1.7308 4.1394
C 7.0278 3.8017 1.2620
C 6.2663 4.5069 0.1938
C 7.2155 4.6264 -1.1350
C 7.5405 3.3148 -1.8203
C 6.1554 2.7599 -2.3667
C 5.1827 2.5878 -1.2048
N 5.0161 3.7507 -0.3291
O 4.1570 3.4920 0.6943
C 3.8062 2.1823 -1.9630
C 5.6948 1.3754 -0.4933
C 5.8798 5.9483 0.7792
H 7.3313 2.7805 1.0314
H 6.6599 3.8711 2.2857
H 7.9991 4.2845 1.3692
H 6.6807 5.1815 -1.9057
H 8.0735 5.2809 -0.9820
H 8.0781 2.5703 -1.2331
H 8.1840 3.6677 -2.6263
H 6.3563 1.7772 -2.7934
H 5.7202 3.4742 -3.0656
H 3.9117 1.5692 -2.8580
H 3.1618 1.6880 -1.2360
H 3.3453 3.1530 -2.1455
H 5.0057 1.0606 0.2904
H 5.7259 0.5754 -1.2330
H 6.6982 1.4233 -0.0702
H 6.7058 6.6379 0.9535
H 5.4250 5.8711 1.7667
H 5.3187 6.5703 0.0817
H 4.7767 3.0968 1.3119
```

***

No. 3
Here is one molecule with the formula C3H5NOS from the Open Molecules 2025 dataset. Energies are from wB97M-V/def2-TZVPD.

- HOMO (alpha / beta) (eV) = -6.70 / -6.70
- largest force on an atom (eV Å⁻¹) = 4.42
- energy above the lowest of the compared OMol25 structures with the same formula, charge and spin (kcal per mole) = 114.72

Structure (XYZ):
```
11
C3H5NOS wB97M-V/def2-TZVPD
C -1.0842 -0.1627 0.6127
C 0.0508 -0.9402 0.2682
C 1.1822 -0.0052 -0.4428
N -2.0922 0.3141 1.0362
O 0.6023 0.6455 -1.5451
S -0.0181 2.2726 -1.0768
H 0.5063 -1.3609 1.0969
H -0.2426 -1.7749 -0.4663
H 1.8414 0.6185 0.1998
H 1.9082 -0.7216 -0.8844
H -2.6542 1.1147 1.2015
```

***

no.,electronic energy (Ha)
1,-4684.917530
2,-1904.758844
3,-645.328867